[1]
{"formula": "C3H12O2S2", "method": "the ωB97M-V functional and the def2-TZVPD basis", "elements": ["C", "C", "C", "S", "S", "H", "H", "H", "H", "H", "H", "H", "H", "O", "H", "H", "O", "H", "H"], "positions_angstrom": [[-0.4126, -1.4837, 1.2105], [0.8790, -0.7940, 0.7390], [1.1142, -0.8496, -0.7331], [-0.1623, -0.1836, -1.7964], [-1.1353, 1.4394, -0.8021], [-0.5882, -2.3515, 0.5658], [-0.3541, -1.9037, 2.2174], [-1.2851, -0.8346, 1.1870], [1.8308, -1.0470, 1.2466], [0.6628, 0.1943, 1.1582], [1.3155, -1.8800, -1.0636], [2.1645, -0.5375, -0.8798], [-2.1988, 0.7883, -0.3379], [1.2919, 1.6559, 3.7564], [0.6259, 2.2078, 4.1450], [0.9593, 0.8941, 3.2984], [-1.1979, 1.6760, -4.6460], [-1.9573, 2.2261, -4.4939], [-1.5521, 0.7830, -4.7715]], "lowdin_charge": [-0.129, -0.363, -0.621, 0.480, 0.353, 0.072, 0.070, 0.043, 0.119, 0.061, 0.080, 0.081, -0.216, -0.038, 0.027, 0.003, -0.078, 0.020, 0.035], "de_lowest_kcal_mol": 29.1, "smiles": "CCCSS.O.O", "orbital_gap_ev": 9.30, "total_energy_ha": -1068.317817, "lumo_energy_ev": 0.25, "homo_energy_ev": -9.06}



[2]
{"formula": "C4H8ClNO", "method": "the ωB97M-V functional and the def2-TZVPD basis", "elements": ["C", "C", "C", "C", "N", "O", "Cl", "H", "H", "H", "H", "H", "H", "H", "H"], "positions_angstrom": [[1.0191, -2.1633, 0.1986], [-0.8889, 0.8142, 1.2557], [-0.6336, 0.6919, -1.3659], [-0.0569, 0.5391, 0.0007], [0.0032, -1.5593, 0.0011], [1.2553, 0.9047, 0.2455], [1.1251, -3.8670, 0.2389], [2.0436, -1.6994, 0.5779], [-1.6849, 0.1343, 1.3369], [-0.2275, 0.8020, 2.1968], [-1.3376, 1.8870, 1.2624], [-0.7814, 1.7095, -1.7888], [-1.6014, 0.3315, -1.5110], [0.0309, 0.1533, -2.0647], [1.7351, 1.3215, -0.5841]], "lowdin_charge": [-0.867, -0.041, -0.057, -0.414, 0.023, -0.032, 0.577, 0.097, 0.049, 0.111, 0.116, 0.102, 0.062, 0.095, 0.179], "de_lowest_kcal_mol": 64.6, "orbital_gap_ev": 8.72, "total_energy_ha": -747.295567, "lumo_energy_ev": 0.39, "homo_energy_ev": -8.33}



[3]
{"formula": "C6H15NO", "method": "the ωB97M-V functional and the def2-TZVPD basis", "elements": ["C", "C", "C", "C", "C", "C", "N", "H", "H", "H", "H", "H", "H", "H", "H", "H", "H", "H", "H", "H", "O", "H", "H"], "positions_angstrom": [[-0.0893, -0.4036, -2.2530], [-0.8988, -0.5536, -1.2146], [-1.7138, -1.8139, -1.0577], [-1.0019, 0.4362, -0.0942], [-0.4227, -0.0893, 1.2286], [1.0176, -0.5607, 1.1442], [1.8543, 0.5059, 0.5623], [0.5095, 0.4988, -2.3842], [-0.0751, -1.0143, -3.1490], [-1.2912, -2.4989, -0.3201], [-1.7283, -2.3830, -1.9765], [-2.7420, -1.5683, -0.8293], [-0.4877, 1.3691, -0.3424], [-2.0389, 0.7345, 0.0564], [-1.0598, -0.9095, 1.5681], [-0.4752, 0.7336, 1.9398], [1.4140, -0.7962, 2.1307], [1.0545, -1.4716, 0.5333], [1.6773, 0.5112, -0.4392], [2.8409, 0.2978, 0.6648], [0.8339, 3.0500, 1.3950], [1.3218, 2.2092, 1.2637], [1.5009, 3.7166, 1.5733]], "lowdin_charge": [0.032, -0.379, -0.060, -0.180, -0.199, -0.259, -0.005, 0.061, 0.061, 0.080, 0.070, 0.079, 0.102, 0.120, 0.107, 0.104, 0.112, 0.106, 0.059, 0.083, -0.096, -0.017, 0.022], "de_lowest_kcal_mol": 26.4, "smiles": "C=C(C)CCCN.O", "orbital_gap_ev": 10.39, "total_energy_ha": -367.589151, "lumo_energy_ev": 0.92, "homo_energy_ev": -9.47}



[4]
{"formula": "C12H17ClI2N2OPPtSe", "method": "the ωB97M-V functional and the def2-TZVPD basis", "elements": ["I", "I", "Pt", "P", "C", "C", "H", "H", "H", "C", "H", "H", "H", "H", "H", "H", "C", "O", "Cl", "C", "N", "C", "Se", "N", "C", "C", "C", "C", "C", "C", "H", "H", "H", "H", "H", "H", "H", "H"], "positions_angstrom": [[-1.9273, -1.7466, -3.7861], [2.2694, -1.0326, -3.5426], [0.0759, -1.3294, -1.9125], [0.9672, -3.4130, -1.3256], [2.7751, -3.5342, -1.1617], [0.4431, -4.1722, 0.2529], [-0.6528, -4.5491, -2.6511], [0.8268, -5.5397, -2.3617], [0.8350, -4.2158, -3.5804], [0.4394, -4.5537, -2.6213], [-0.6335, -4.0327, 0.3831], [0.7100, -5.2343, 0.2337], [3.0392, -4.6006, -1.1727], [3.0802, -3.0756, -0.2122], [0.9741, -3.6686, 1.0672], [3.2729, -3.0118, -1.9896], [1.4485, -0.6193, -0.8055], [2.2794, -0.1017, -0.1890], [-1.5608, -1.8272, -0.2243], [-2.4641, 1.0547, 1.1796], [-1.3137, 1.8871, 0.8638], [-0.6317, 1.9421, -0.3268], [-1.0384, 1.1008, -1.9411], [0.2905, 2.9410, -0.1922], [0.0704, 3.6356, 1.0014], [0.4353, 4.9191, 1.3560], [-0.1987, 5.5201, 2.4604], [-1.2116, 4.8125, 3.1513], [-1.5731, 3.5158, 2.7623], [-0.9149, 2.9452, 1.6905], [-3.4048, 1.6122, 1.0295], [-2.3911, 0.7314, 2.2296], [-2.4160, 0.1753, 0.5199], [0.8946, 3.2353, -0.9583], [1.2061, 5.4177, 0.7670], [0.0735, 6.5413, 2.7735], [-1.7005, 5.3061, 3.9911], [-2.3735, 2.9650, 3.2422]], "lowdin_charge": [0.676, 0.845, 0.137, 0.638, -0.220, -0.224, 0.044, 0.086, 0.052, -0.230, 0.000, 0.091, 0.097, 0.077, 0.074, -0.009, -0.539, 0.178, 0.091, -0.016, -0.037, -0.597, 0.906, 0.146, -0.158, 0.030, 0.010, 0.009, 0.033, -0.140, 0.132, 0.126, -0.035, 0.183, 0.135, 0.142, 0.136, 0.129], "spin_multiplicity": 5, "total_charge": 3, "orbital_gap_ev": [6.05, 3.82], "total_energy_ha": -4568.798090, "lumo_energy_ev": [-11.47, -13.69], "homo_energy_ev": [-17.52, -17.51]}



[5]
{"formula": "C5H3N", "method": "the ωB97M-V functional and the def2-TZVPD basis", "elements": ["C", "C", "C", "N", "H", "C", "C", "H", "H"], "positions_angstrom": [[0.6107, 2.0749, 0.1248], [1.0188, 0.9625, -0.0711], [1.5428, -0.2633, -0.1626], [1.9606, -1.2516, -0.5757], [-0.1413, 2.8738, 0.1647], [-1.3258, -1.1194, 0.7131], [-1.1859, -1.1072, -0.4665], [-1.5386, -1.4313, 1.7300], [-0.9412, -0.7383, -1.4566]], "lowdin_charge": [0.156, -0.168, -0.297, 0.198, 0.069, -0.008, -0.036, 0.038, 0.048], "de_lowest_kcal_mol": 58.7, "smiles": "C#CC#N.C#C", "orbital_gap_ev": 10.88, "total_energy_ha": -246.888524, "lumo_energy_ev": 0.29, "homo_energy_ev": -10.59}



[6]
{"formula": "HNO4S", "method": "the ωB97M-V functional and the def2-TZVPD basis", "elements": ["N", "O", "O", "O", "O", "S", "H"], "positions_angstrom": [[-1.5625, 0.8368, 0.0176], [1.7691, -0.0889, -0.9725], [0.6389, 0.3010, 1.1345], [-0.7871, 0.3274, -0.7869], [0.1721, -1.7512, -0.1707], [0.7951, -0.4705, -0.0760], [-1.0257, 0.8455, 0.8539]], "lowdin_charge": [0.243, -0.196, -0.292, -0.081, -0.236, 0.520, 0.043], "de_lowest_kcal_mol": 19.5, "orbital_gap_ev": 9.02, "total_energy_ha": -754.361453, "lumo_energy_ev": -2.71, "homo_energy_ev": -11.73}